{"formula": "C36H58O25S2", "method": "ωB97M-V with the def2-TZVPD basis set", "gap_ha": 0.383, "total_charge": 0, "relative_energy_ev": 12.193, "e_lumo_ev": -0.094, "homo_ev": -10.51, "symbols": ["O", "C", "C", "O", "H", "H", "C", "H", "C", "H", "O", "H", "C", "H", "C", "C", "C", "H", "O", "O", "H", "H", "H", "C", "H", "C", "H", "C", "C", "O", "H", "C", "O", "H", "H", "H", "H", "O", "H", "C", "H", "O", "H", "C", "H", "O", "H", "C", "H", "O", "H", "H", "H", "C", "O", "H", "O", "O", "O", "H", "H", "C", "C", "C", "H", "H", "H", "O", "H", "C", "H", "H", "S", "O", "O", "C", "O", "H", "H", "H", "C", "O", "C", "H", "C", "S", "H", "C", "C", "H", "H", "H", "H", "C", "H", "H", "H", "C", "H", "O", "H", "H", "C", "O", "H", "C", "H", "C", "H", "C", "H", "C", "H", "C", "H", "O", "H", "H", "O", "C", "O"], "positions_angstrom": [[-3.341279, -5.289952, 0.084636], [-3.581975, -5.481280, -3.290145], [-3.679105, 1.983096, -2.166434], [3.927326, 1.508579, -4.370425], [1.488562, -4.128103, 0.378167], [-2.377421, -1.411757, 7.017276], [1.818494, -4.485569, 1.247005], [3.748756, 2.730475, 1.037389], [0.772273, 4.462047, 0.580281], [1.275858, 1.617923, -2.569949], [1.517544, 4.593141, 1.642507], [-0.732593, 0.164266, -3.537892], [-0.334130, 1.151995, 0.162022], [-1.631683, 0.501335, -5.513284], [5.443511, 4.966523, 0.759467], [-2.775733, -5.744393, -2.025917], [3.259300, 2.699248, -4.704518], [-3.142723, -4.408977, -3.868113], [-3.409527, -6.855207, -1.436466], [1.051500, -5.067092, 3.322956], [1.700269, -1.201832, 1.523555], [-2.092378, 4.647390, 3.698554], [7.519213, 4.177580, 0.447048], [-0.688720, 4.894521, 2.117766], [-0.470501, 1.814056, -0.508908], [-3.068218, -1.477984, -3.967541], [3.666005, 3.461387, -4.116711], [1.670784, -3.874953, 3.397943], [-3.741217, -6.553542, -0.172301], [-4.133222, -1.946949, -3.623814], [-1.238345, -0.993841, -6.243762], [-0.674179, -2.298122, 8.077757], [5.754272, 1.970590, 2.426013], [-4.806470, 2.364195, -0.411125], [-0.934118, -0.438068, 4.868103], [6.942900, 4.409828, 2.238043], [-0.698690, -2.301737, 5.217562], [-2.338238, 2.517378, -5.296815], [1.783232, -6.278306, 2.040920], [0.987600, -0.429634, 1.457744], [3.025113, -4.833871, 1.003204], [-4.409875, -7.347148, 0.538973], [-1.830954, 3.192128, 2.860208], [-4.975608, 1.777457, -3.044931], [0.810751, 0.206693, 2.321655], [1.681404, -3.172138, 4.365332], [0.793241, 5.129771, 3.577973], [3.059810, 0.473456, -4.483632], [3.607648, 4.623720, -0.512997], [1.892069, 0.934092, -4.870679], [-1.279279, -0.490147, -0.930630], [5.028836, 4.053451, -1.257557], [1.384581, 0.255970, -0.637024], [-3.886638, 2.810383, -0.804171], [-1.283540, -1.527717, 2.311445], [-1.700259, -4.242696, -0.754318], [3.441684, -0.650281, -4.303849], [-1.025559, -0.078049, 7.683718], [6.957894, 1.585745, 0.248777], [-0.594177, 1.701720, 1.029431], [-4.628507, -5.400919, -3.172713], [4.468066, 2.771325, 0.271065], [1.081796, 2.475259, -3.273091], [0.636547, 4.483125, 2.823882], [1.134501, 2.760434, -5.369852], [-0.189957, -2.661581, -4.401779], [-3.410918, -3.842419, -1.017047], [-2.751544, 2.585570, -3.120434], [0.510001, 3.464798, 3.227463], [-0.078824, -0.206051, 8.647979], [-3.550774, -6.488529, -4.063473], [-5.802327, 2.477839, -2.933819], [6.070387, 2.427925, 1.094600], [-2.812284, -1.277114, -5.266977], [-4.367920, 1.988709, -4.324239], [1.079478, 0.671940, 0.307847], [-0.541133, 4.596701, 0.841615], [-0.026022, -2.994764, 7.501285], [3.481372, 2.969749, -5.779885], [-3.044670, 4.669334, 2.167418], [1.151383, -5.634737, 2.082757], [1.275221, 4.354551, -0.503881], [-3.103412, 2.367459, -4.335081], [-5.491291, 0.757091, -2.972640], [0.191817, -1.902176, -4.005756], [-0.512830, -1.276393, 1.084817], [-3.320703, 1.076561, -1.823419], [-2.050283, 4.325054, 2.714826], [4.623033, 4.208232, -0.377693], [-0.915547, 6.161210, 1.941903], [0.584498, -2.018088, -3.157888], [0.457587, -0.776326, 5.691500], [1.763994, 1.292633, 0.805593], [-2.690209, -4.623922, -0.952905], [0.890053, -1.486729, -4.586182], [4.249918, 2.204300, -0.530922], [-4.068012, 4.037309, -1.041507], [-0.275522, -6.120275, 1.635653], [5.864915, 5.967985, 0.485126], [-2.105935, -1.162797, -3.241556], [1.611646, 3.315584, -2.708867], [-1.974824, -6.075543, -2.374343], [-1.019486, -0.875178, -4.037927], [2.080576, -3.477490, 2.099042], [-1.415806, -2.756946, 8.627447], [-1.601297, -0.634340, -5.396414], [-1.152491, -5.535918, 2.051530], [-1.323043, -1.293336, 7.026636], [-2.035131, 0.263244, 0.329715], [-1.194223, -0.078978, 0.073351], [-0.481281, -6.107088, 0.404035], [1.789452, 2.297603, -4.685866], [0.167830, 2.650709, -3.318002], [6.628987, 4.049048, 1.129839], [4.791815, 5.152599, 1.613435], [0.215057, -1.506173, 8.899472], [-2.879115, 2.861733, -0.034092], [-0.575611, -7.104990, 1.819240], [-0.329834, -2.316794, 0.146028], [-0.563350, -1.197971, 5.708614], [0.350108, 0.777157, 9.295011]], "forces_ev_per_angstrom": [[-0.38, -1.83, 3.65], [1.97, 0.66, -4.04], [-1.66, 2.97, 1.03], [0.07, -0.23, 0.40], [-2.15, 1.06, -3.33], [-0.89, -0.13, -0.56], [5.79, -4.06, 0.97], [-0.94, 0.01, 0.90], [0.50, 0.50, -2.54], [-0.16, 0.40, -0.99], [0.19, -0.50, 3.52], [0.34, -1.99, -1.41], [1.76, -3.83, 4.32], [-0.74, -1.45, -0.19], [0.38, 0.39, -1.89], [-6.80, 3.08, 0.09], [-0.22, -0.18, -3.17], [-1.39, -3.42, 1.52], [-0.08, -0.41, 1.36], [0.68, 0.82, 2.20], [1.35, -0.44, 0.35], [-0.31, 0.97, 1.98], [-1.09, -0.24, 0.67], [-3.85, 4.73, 3.30], [-0.87, 4.30, -5.52], [-5.87, -2.30, -2.52], [-0.12, 1.28, 1.21], [-1.00, 1.62, -0.59], [-2.41, -2.57, 1.35], [0.78, 0.53, 0.38], [2.74, -1.82, -3.27], [2.19, 0.69, -3.20], [0.05, 0.15, 0.04], [0.44, 0.31, 0.62], [-0.43, -1.67, 2.00], [-0.40, -1.45, -2.51], [0.97, 2.77, 0.79], [-2.37, -0.33, 1.98], [7.04, -8.37, 0.10], [-1.38, 1.48, -1.51], [-3.27, 0.10, 0.01], [2.81, 3.54, -2.07], [-1.14, 1.53, -0.79], [0.83, -0.65, 0.34], [0.19, -0.72, 0.59], [0.64, -0.74, -0.94], [1.50, 2.29, 2.30], [2.72, -0.62, 0.06], [0.58, -0.06, 0.09], [-1.42, -2.43, -1.32], [0.24, -0.06, 0.01], [2.61, -0.17, -4.27], [0.74, -0.11, -0.24], [2.19, 3.19, -1.04], [0.97, 0.35, -1.45], [0.29, -0.21, 0.48], [-1.32, 0.45, -0.16], [0.26, 1.40, 1.36], [-1.58, 1.77, 1.33], [-0.45, 0.37, 1.47], [-1.10, 0.64, 0.62], [1.98, 3.25, 0.64], [10.11, -0.62, 1.52], [-2.58, -1.39, -3.57], [-0.27, 0.31, -1.35], [-2.60, -6.96, -3.18], [0.10, 1.31, -1.51], [1.32, 0.08, 4.00], [0.62, 0.10, -0.49], [0.40, 3.26, 2.48], [0.52, 2.98, 2.08], [0.39, 0.51, 0.22], [0.16, -3.42, -1.52], [-2.09, -0.18, -0.24], [-1.79, -1.05, -2.41], [-0.21, -2.40, 1.02], [1.23, -2.58, -4.13], [-0.62, 0.08, 0.69], [0.16, -0.30, 0.91], [2.41, -1.11, 0.89], [-8.50, 7.26, -2.99], [-0.86, -0.30, -0.02], [1.14, 0.24, -2.74], [1.36, 1.11, -0.26], [-4.38, 7.06, -1.48], [-1.78, 0.21, 3.05], [1.07, -2.12, 0.08], [1.17, -1.38, -2.18], [-2.49, 0.33, 6.61], [1.07, -2.95, 1.80], [2.71, -1.16, 7.08], [-0.04, -1.20, 1.06], [1.09, 1.61, -0.45], [-1.20, -1.31, -1.25], [2.70, 1.47, -2.55], [-0.51, -2.90, -2.21], [0.25, -3.55, 0.52], [-1.17, 2.09, -3.35], [-0.48, -0.82, -0.05], [1.77, -0.33, 3.44], [-0.97, -0.74, -0.84], [7.70, -2.41, -2.27], [5.39, 3.14, 1.45], [-0.94, 1.70, 4.29], [-1.30, -1.07, 1.50], [-0.65, 3.92, 2.52], [1.41, -0.07, -0.37], [3.16, 0.37, 0.94], [-7.16, 1.69, 2.34], [4.41, 0.13, -3.06], [1.02, 0.37, 3.09], [-0.46, 1.15, 4.30], [-8.27, 1.57, -0.61], [1.78, 3.48, 2.17], [-0.04, -0.31, -0.02], [-1.00, 0.75, -0.85], [-3.07, -0.68, -2.25], [0.38, -1.78, 0.85], [1.14, -2.61, -0.98], [-1.61, -1.52, -3.77], [-1.12, -3.69, -2.47]]}

{"formula": "C32H37GeN3O3RuSTe", "method": "ωB97M-V with the def2-TZVPD basis set", "gap_ha": [0.183, 0.182], "total_charge": 0, "e_lumo_ev": [-0.808, -0.808], "homo_ev": [-5.78, -5.76], "symbols": ["C", "C", "H", "H", "H", "C", "C", "N", "C", "H", "H", "S", "H", "H", "N", "H", "C", "H", "H", "C", "C", "H", "C", "H", "C", "O", "H", "H", "H", "H", "C", "C", "C", "H", "C", "C", "C", "C", "H", "H", "H", "Te", "H", "Ge", "O", "H", "H", "C", "H", "C", "H", "C", "C", "H", "H", "H", "C", "C", "H", "C", "H", "H", "H", "Ru", "C", "N", "C", "C", "C", "H", "O", "H", "C", "H", "C", "C", "H", "C", "H"], "positions_angstrom": [[3.537109, 5.057807, 0.374608], [2.045763, 2.815518, 1.107419], [-0.573091, -4.480046, -6.393987], [3.915479, 1.995292, 1.748490], [-4.790829, 0.723798, -2.007732], [3.107776, 0.566931, 5.188741], [2.135572, 0.305237, 3.005376], [-3.004355, 0.434388, -3.053088], [3.573434, -0.737234, 5.138342], [-1.295271, -6.176633, -4.648257], [4.114477, 5.929947, 0.097407], [1.032930, -4.109720, -1.136519], [-0.544275, 3.414404, 2.768646], [1.671160, 5.882100, -0.276460], [1.058284, -3.388154, -3.678671], [-2.716396, 3.521463, 3.926383], [-0.941094, 2.211854, -2.307934], [-3.596267, -0.338037, -1.226365], [2.026505, 2.103380, 4.156111], [3.422952, 2.850695, 1.300915], [2.167624, 5.028540, 0.164385], [3.716714, 0.337951, -2.193154], [-2.492448, -4.024282, -1.140356], [-3.356546, -4.468583, -0.652704], [2.825002, -0.120100, -1.763045], [2.379008, 0.453999, -0.688170], [0.355492, 3.904474, 0.365164], [-1.693871, -4.758063, -1.236265], [5.235350, 3.969602, 1.099054], [4.134340, -1.142822, 5.967722], [-1.162920, 2.529640, 2.839873], [3.323141, -1.520587, 4.025116], [1.427962, 3.915072, 0.527489], [-0.703785, -3.529371, 2.202416], [-2.385627, 2.590599, 3.487180], [-3.173247, 1.456169, 3.602585], [-0.713999, 1.337672, 2.288559], [2.603760, -0.999515, 2.963441], [-1.227157, 0.874924, -0.638637], [-2.770519, -3.666975, -2.127319], [2.406844, -1.608410, 2.084383], [-1.866867, -2.329716, 0.032959], [3.303696, 1.181454, 6.055128], [1.105871, 1.111488, 1.516078], [-1.463967, -1.156144, -2.484745], [-2.334474, -2.993762, 2.634871], [-3.339500, -0.635005, 3.151002], [-1.515575, 0.210058, 2.410180], [3.691828, -2.536384, 3.985083], [-3.727466, 0.586035, -1.800197], [-4.120319, 1.499238, 4.121835], [0.536277, -4.294839, -2.765489], [4.165981, 3.959361, 0.937704], [0.011988, 2.690374, -2.079265], [-2.113155, -4.484542, 1.716183], [-3.537364, 1.741992, 0.001761], [-3.168812, 1.790538, -1.024910], [2.391451, 1.083216, 4.126845], [1.042591, -2.685407, -5.652038], [-1.735906, -3.480450, 1.872285], [-3.047939, 1.291602, -3.593701], [-1.352585, 2.574616, -0.230058], [-3.541549, 2.719231, -1.472658], [0.513253, -1.731850, -0.966767], [1.240904, -0.039943, -0.082964], [-0.263850, -5.252331, -3.120083], [-0.643328, 0.990251, -3.208892], [-0.643554, -5.351051, -4.409469], [-2.737297, 0.259929, 3.056182], [-0.615534, 1.261976, -4.265400], [2.261369, -1.109729, -2.294563], [1.728759, -2.697036, -3.363618], [0.649070, -3.445676, -4.998610], [-1.147331, -0.729335, 2.004775], [-1.711692, -0.031591, -2.929852], [-1.632856, 1.835993, -0.984089], [0.315061, 0.535793, -2.937622], [-0.219196, -4.424292, -5.377437], [-1.552964, 2.943013, -2.841582]], "forces_ev_per_angstrom": [[0.01, 0.05, -0.08], [-0.41, -0.55, 0.21], [0.03, -0.01, -0.07], [0.05, 0.01, 0.01], [0.05, -0.13, 0.02], [0.04, 0.08, 0.19], [-0.32, 0.30, -0.52], [-0.07, -0.09, -0.61], [0.08, -0.07, 0.09], [-0.11, -0.08, -0.10], [-0.01, 0.03, -0.02], [-0.29, 0.19, -0.43], [0.02, 0.13, 0.03], [-0.02, 0.07, -0.04], [-1.42, -1.08, -2.33], [-0.04, 0.08, 0.01], [0.11, -0.16, 0.04], [-0.11, 0.22, -0.11], [0.03, 0.07, 0.10], [0.02, -0.14, 0.09], [-0.04, 0.23, -0.06], [-0.08, 0.00, 0.13], [0.24, 0.06, 0.13], [-0.06, 0.07, 0.04], [-0.82, -0.83, -0.36], [2.19, 0.53, -1.57], [-0.01, 0.06, -0.04], [-0.03, 0.12, 0.15], [0.06, 0.01, 0.01], [0.05, -0.03, 0.08], [0.13, 0.08, -0.11], [0.07, -0.10, 0.11], [-0.12, -0.05, 0.04], [0.09, 0.02, -0.08], [-0.12, 0.10, 0.15], [-0.08, 0.02, -0.02], [0.68, -0.04, -0.37], [-0.06, -0.14, -0.34], [-0.02, 0.13, 0.06], [-0.04, 0.15, -0.04], [-0.01, 0.03, 0.03], [0.21, -0.43, 0.63], [0.03, 0.04, 0.11], [0.00, -0.27, 0.27], [-0.45, 0.66, -0.87], [-0.08, 0.09, 0.06], [-0.03, -0.02, -0.02], [0.20, -0.28, -0.13], [0.01, -0.07, -0.01], [-0.16, 0.09, 0.57], [-0.06, 0.03, 0.03], [2.33, 1.91, 1.85], [0.11, 0.06, 0.02], [0.01, 0.08, -0.04], [-0.06, -0.09, -0.17], [-0.09, 0.08, 0.04], [0.08, -0.28, 0.00], [-0.06, 0.04, -0.05], [0.06, 0.04, -0.11], [0.10, 0.27, -0.20], [0.16, -0.03, 0.13], [-0.01, -0.06, 0.00], [-0.04, 0.00, 0.04], [1.13, 2.50, 0.56], [-2.83, -2.74, 0.47], [-1.84, -1.99, -2.70], [0.25, -0.15, 0.09], [0.92, 0.83, 1.56], [-0.07, -0.09, 0.04], [-0.04, 0.04, -0.07], [0.15, 0.74, 1.19], [0.02, 0.24, 0.28], [0.57, 0.19, 2.09], [-0.03, 0.12, 0.19], [0.43, -0.79, 0.10], [-0.09, 0.05, 0.02], [-0.18, 0.05, -0.07], [-0.33, -0.26, -0.27], [0.03, 0.08, -0.04]]}